1.
{"formula": "C18H24MoN4O3", "method": "the ωB97M-V functional and the def2-TZVPD basis", "elements": ["N", "C", "C", "H", "H", "H", "N", "C", "C", "H", "H", "H", "N", "C", "C", "H", "H", "H", "Mo", "C", "O", "C", "O", "C", "C", "C", "C", "C", "C", "H", "H", "H", "H", "H", "H", "C", "N", "C", "C", "C", "O", "H", "H", "H", "H", "H", "H", "H", "H", "H"], "coordinates": [[-0.540, 2.232, -0.744], [-0.620, 3.316, -0.340], [-0.713, 4.693, 0.102], [-1.745, 5.060, -0.058], [0.000, 5.298, -0.489], [-0.449, 4.751, 1.175], [2.976, -1.920, -1.542], [3.912, -2.539, -1.260], [5.089, -3.320, -0.947], [5.938, -2.973, -1.555], [4.890, -4.383, -1.147], [5.326, -3.196, 0.116], [-2.260, -0.414, -0.738], [-3.289, -0.795, -0.349], [-4.580, -1.285, 0.088], [-4.449, -1.873, 1.017], [-4.997, -1.935, -0.704], [-5.259, -0.430, 0.269], [-0.168, 0.108, -1.312], [0.110, -1.682, -0.374], [0.183, -2.608, 0.328], [1.572, 0.580, -0.350], [2.435, 0.891, 0.365], [0.817, 1.139, -3.610], [-0.593, 1.231, -3.695], [-1.363, 0.043, -3.697], [-0.715, -1.205, -3.608], [0.693, -1.280, -3.551], [1.447, -0.110, -3.554], [1.408, 2.050, -3.631], [-1.080, 2.195, -3.839], [-2.447, 0.098, -3.840], [-1.305, -2.118, -3.631], [1.184, -2.241, -3.461], [2.529, -0.176, -3.474], [-3.138, 2.061, 5.181], [-2.812, 1.861, 3.781], [-3.639, 2.408, 2.715], [-1.718, 1.142, 3.386], [-0.791, 0.512, 4.411], [-1.519, 1.030, 2.161], [-4.048, 2.653, 5.309], [-2.309, 2.571, 5.694], [-3.272, 1.091, 5.681], [-3.051, 3.071, 2.063], [-4.012, 1.607, 2.058], [-4.484, 2.962, 3.133], [-1.277, -0.233, 5.056], [-0.023, 0.005, 3.818], [-0.293, 1.238, 5.070]], "forces_ev_per_a": [[-0.2, 0.3, 0.7], [0.1, -1.2, -0.7], [0.0, 0.2, 0.1], [0.5, -0.1, 0.0], [-0.3, -0.2, 0.3], [-0.1, 0.0, -0.5], [0.4, -0.3, 0.4], [-0.7, 0.5, -0.4], [0.3, -0.2, 0.1], [-0.3, -0.2, 0.2], [0.1, 0.3, 0.0], [0.0, 0.0, -0.2], [-0.8, -0.1, 0.8], [1.6, 0.6, -0.8], [-0.3, -0.1, 0.2], [-0.1, 0.2, -0.4], [0.1, 0.3, 0.4], [0.3, -0.4, -0.1], [-1.0, 0.7, -4.5], [0.5, -4.8, 3.9], [-0.3, 4.1, -3.4], [4.4, 1.4, 3.9], [-3.7, -1.4, -3.4], [-0.5, 0.5, 0.5], [-0.2, -0.6, 0.0], [0.0, 0.6, 0.0], [-0.2, -0.1, 0.5], [-0.6, -0.4, 0.8], [0.6, 0.3, 0.8], [0.0, -0.1, 0.0], [0.1, -0.2, 0.2], [0.4, 0.0, 0.2], [0.1, 0.1, 0.0], [0.1, 0.0, -0.1], [-0.1, 0.0, -0.1], [-0.3, 0.2, 0.0], [-1.8, 1.1, 0.3], [-0.7, 0.5, 0.0], [2.7, -1.8, -1.3], [0.0, 0.0, -0.4], [-0.5, 0.3, 1.8], [0.2, -0.1, -0.3], [0.1, -0.1, -0.1], [0.1, 0.0, -0.1], [0.0, -0.2, 0.3], [0.2, 0.1, 0.3], [0.3, -0.2, 0.0], [-0.1, 0.2, -0.2], [-0.1, 0.1, 0.3], [-0.3, 0.0, -0.2]], "lowdin_spin": [0.01, 0.01, 0.00, 0.00, 0.00, 0.00, 0.00, 0.00, 0.00, 0.00, 0.00, 0.00, 0.01, 0.01, 0.00, 0.00, 0.00, 0.00, 0.86, 0.02, 0.04, 0.02, 0.04, -0.01, 0.01, 0.01, -0.01, -0.01, -0.01, 0.00, 0.00, 0.00, 0.00, 0.00, 0.00, 0.08, 0.50, 0.06, 0.01, -0.01, 0.24, 0.00, 0.04, 0.04, 0.03, 0.03, 0.00, 0.00, 0.00, 0.00], "lumo_ev": [-14.36, -15.38], "orbital_gap_ev": [7.12, 6.11], "multiplicity": 3, "charge": 4}

2.
{"formula": "C6H15N2", "method": "the ωB97M-V functional and the def2-TZVPD basis", "elements": ["C", "C", "C", "C", "C", "C", "N", "N", "H", "H", "H", "H", "H", "H", "H", "H", "H", "H", "H", "H", "H", "H", "H"], "coordinates": [[-3.351, 1.216, 0.053], [-2.280, 2.147, -0.393], [-0.473, -0.920, 0.732], [1.004, -1.091, -1.247], [1.905, -1.427, 1.130], [0.912, -0.695, 0.211], [-3.447, 2.645, -0.377], [1.022, 0.726, 0.140], [-3.849, 0.588, -0.743], [-3.598, 1.050, 1.125], [-1.245, 2.308, -0.566], [-0.495, -0.505, 1.693], [-1.356, -0.577, -0.020], [-0.670, -1.961, 0.816], [1.564, -0.398, -1.903], [0.007, -0.880, -1.798], [1.449, -2.065, -1.402], [1.808, -0.820, 2.033], [1.571, -2.484, 1.168], [2.872, -1.355, 0.706], [-3.921, 3.484, -0.272], [1.874, 1.188, -0.379], [0.836, 1.187, 1.097]], "forces_ev_per_a": [[-1.6, -0.3, -0.8], [-2.6, -0.4, 0.4], [-2.1, -0.3, -2.6], [-1.1, 0.6, -2.2], [-1.8, 0.4, -0.6], [0.1, 0.0, -1.8], [3.1, -1.9, 0.2], [1.2, 4.4, 1.1], [0.9, 0.3, 1.3], [0.7, -0.2, -0.9], [1.0, 0.3, -0.1], [-0.7, 0.8, 1.5], [2.2, -0.3, 1.8], [-0.1, -1.1, 0.3], [0.7, -0.2, 0.9], [1.1, -1.2, 1.1], [-0.5, -0.4, -0.2], [0.5, -0.8, 0.5], [0.5, 0.6, 0.6], [1.2, 0.0, -0.2], [-1.2, 2.1, -0.1], [-2.0, -1.6, 1.8], [0.9, -0.8, -2.0]], "nbo_charge": [-0.22, 0.33, -0.58, -0.61, -0.61, 0.07, -0.38, -0.90, 0.25, 0.26, 0.30, 0.20, 0.17, 0.22, 0.22, 0.20, 0.23, 0.21, 0.22, 0.22, 0.46, 0.40, 0.36], "lumo_ev": -5.68, "orbital_gap_ev": 6.55, "e_above_lowest_kj_mol": 525.35, "charge": 1}

3.
{"formula": "C3H4N2", "method": "the ωB97M-V functional and the def2-TZVPD basis", "elements": ["N", "C", "C", "C", "N", "H", "H", "H", "H"], "coordinates": [[2.735, 0.250, -0.533], [1.657, -0.041, -0.229], [0.274, 0.344, -0.067], [-0.976, -0.413, -0.256], [-0.610, 0.109, 1.060], [0.268, 1.368, -0.417], [-1.749, 0.151, -0.769], [-0.995, -1.486, -0.418], [-0.276, -0.638, 1.663]], "forces_ev_per_a": [[-0.3, -1.1, 0.4], [0.8, 0.8, -0.4], [0.0, 0.3, -0.2], [-0.2, -0.1, -0.2], [-0.1, -0.1, 0.3], [-0.4, 0.2, 0.1], [-0.1, -0.2, 0.2], [0.3, 0.1, 0.0], [0.1, 0.1, -0.2]], "nbo_charge": [-0.28, 0.24, -0.20, -0.23, -0.55, 0.24, 0.21, 0.21, 0.36], "lumo_ev": 0.61, "orbital_gap_ev": 10.86, "e_above_lowest_kj_mol": 191.58, "charge": 0}

4.
{"formula": "C5H8O2", "method": "the ωB97M-V functional and the def2-TZVPD basis", "elements": ["C", "C", "O", "C", "C", "C", "O", "H", "H", "H", "H", "H", "H", "H", "H"], "coordinates": [[1.171, -0.483, -0.417], [0.675, 0.655, -0.907], [-0.652, 0.931, -1.051], [-1.502, 0.004, -0.437], [-1.483, 0.047, 1.064], [-0.920, -1.142, 0.320], [0.440, -1.441, 0.227], [2.207, -0.771, -0.514], [1.276, 1.519, -1.146], [-2.406, -0.139, -1.016], [-0.785, 0.777, 1.470], [-2.407, -0.069, 1.620], [-1.479, -2.068, 0.375], [3.122, 1.341, -0.031], [2.785, 0.850, 0.407]], "forces_ev_per_a": [[0.0, 0.1, -0.2], [0.1, -0.2, -0.1], [-0.1, 0.1, 0.1], [-0.3, -0.1, 0.0], [-0.1, 0.0, 0.2], [-0.3, -0.1, -0.1], [-0.1, -0.1, -0.1], [-0.1, 0.2, 0.3], [0.1, -0.4, -0.4], [0.0, 0.1, 0.2], [-0.1, -0.2, -0.1], [0.1, -0.1, 0.0], [-0.1, 0.1, -0.1], [0.4, 0.2, 0.1], [0.3, 0.3, 0.1]], "nbo_charge": [0.01, 0.02, -0.48, 0.05, -0.48, 0.06, -0.47, 0.21, 0.21, 0.21, 0.24, 0.23, 0.21, -0.02, 0.01], "lumo_ev": 1.02, "orbital_gap_ev": 9.07, "e_above_lowest_kj_mol": 378.78, "charge": 0}